1.
Computed, not measured: a structure of composition C13H33AgAsCl2O7P2, with the ωB97M-V functional and the def2-TZVPD basis.

```
59
Properties=species:S:1:pos:R:3:forces:R:3
Ag -0.010 0.365 -0.027 -0.1 0.2 0.2
C 0.236 -2.808 3.226 0.0 0.0 0.0
C 0.009 -3.442 1.855 0.0 0.0 0.0
O -0.251 -4.841 1.984 0.0 0.0 0.1
P 1.483 -3.222 0.828 0.1 -0.1 -0.1
O 2.641 -4.082 1.527 0.1 -0.1 0.0
O 1.222 -4.031 -0.504 0.1 0.0 0.1
O 1.886 -1.808 0.684 0.1 0.1 0.0
P -1.501 -2.724 1.052 0.0 0.1 0.0
O -1.386 -3.377 -0.456 -0.1 0.1 -0.1
O -2.606 -3.378 1.791 -0.1 0.0 0.0
O -1.400 -1.235 0.900 -0.1 -0.1 0.0
H 0.993 -3.383 3.762 0.0 0.0 0.0
H -0.698 -2.838 3.790 0.0 0.0 0.0
H 0.564 -1.773 3.139 0.0 -0.1 0.0
H -1.210 -4.886 2.150 0.0 0.0 0.0
H 3.443 -3.550 1.585 0.0 0.1 0.0
H 0.263 -3.998 -0.712 -0.1 0.0 0.0
H -1.409 -2.666 -1.120 0.0 0.0 0.0
Cl -1.487 2.744 0.464 0.0 -0.1 0.0
C -1.019 0.317 -1.814 0.0 0.1 -0.1
Cl -0.917 -1.144 -2.821 0.0 -0.2 -0.1
H -0.822 1.170 -2.451 0.0 0.0 0.0
H -2.017 0.363 -1.385 0.0 0.0 0.0
C 1.706 3.920 2.492 0.0 0.0 0.0
C 0.735 2.942 3.129 0.0 -0.1 0.1
As 0.710 1.108 2.421 0.1 0.0 -0.1
C 2.372 0.365 3.191 0.0 0.0 -0.1
C 2.641 0.484 4.684 0.0 0.0 0.1
C -0.846 0.526 3.464 0.0 0.0 -0.1
C -0.739 0.462 4.980 0.0 0.0 0.0
H 1.722 4.859 3.051 0.0 0.0 0.0
H 1.394 4.147 1.474 0.0 0.0 0.0
H 2.730 3.537 2.466 0.0 0.0 0.0
H -0.288 3.288 2.984 0.0 0.0 0.0
H 0.919 2.859 4.204 0.0 0.0 0.0
H 3.149 0.890 2.625 0.0 0.0 0.0
H 2.418 -0.669 2.849 0.0 0.0 0.0
H 2.460 1.495 5.056 0.0 0.0 0.0
H 3.682 0.236 4.910 0.0 0.0 0.0
H 2.012 -0.195 5.260 0.0 0.0 0.0
H -1.185 -0.418 3.045 0.0 0.0 0.0
H -1.587 1.264 3.144 0.0 0.0 0.0
H -0.112 -0.371 5.302 0.0 0.0 0.0
H -1.729 0.308 5.417 0.0 0.0 0.0
H -0.330 1.378 5.411 0.0 0.0 0.0
C 2.234 2.362 -3.186 0.0 0.0 0.0
C 1.703 2.192 -1.761 0.0 -0.1 0.0
C 2.654 2.825 -0.756 0.0 0.0 0.0
C 1.507 0.719 -1.441 0.1 0.0 -0.1
H 2.404 3.417 -3.414 0.0 0.0 0.0
H 1.531 1.963 -3.920 0.0 0.0 0.0
H 3.183 1.832 -3.308 0.0 0.0 0.0
H 0.738 2.705 -1.689 0.0 0.0 0.0
H 3.666 2.432 -0.892 0.0 0.0 0.0
H 2.335 2.594 0.257 0.0 0.0 0.1
H 2.690 3.911 -0.863 0.0 0.0 0.0
H 2.302 0.282 -0.834 0.0 0.0 0.0
H 1.355 0.096 -2.317 0.0 0.0 0.0
```
Positions in Å, forces in eV/Å.

Its multiplicity is 1. Its total charge is -1. As for the HOMO-LUMO gap: 7.610 eV. As for the total energy: -136816.5841 eV. The value obtained for the energy above the lowest of the compared OMol25 structures with the same formula, charge and spin is 37.7 kJ/mol.

---

2.
Computed, not measured: a structure of composition C13H33AgO9P2, with the ωB97M-V functional and the def2-TZVPD basis.

```
58
Properties=species:S:1:pos:R:3:forces:R:3
Ag -8.747 2.640 4.535 -0.1 0.1 0.2
C -5.911 3.510 9.002 -0.7 -0.4 -0.5
O -6.702 2.638 8.333 -0.6 -0.9 -0.5
H -5.240 2.984 9.681 0.5 0.5 -0.1
H -5.565 4.220 8.251 0.9 0.3 0.5
H -6.655 4.047 9.590 -0.1 0.5 0.5
C -17.939 2.286 9.092 -0.6 0.2 -1.1
C -17.170 3.475 8.516 1.0 0.4 2.4
O -16.078 3.111 7.656 1.8 -0.5 -0.8
P -14.736 2.252 8.094 -0.5 0.1 -0.1
O -13.485 2.398 7.283 -1.9 0.5 1.0
O -14.545 2.568 9.722 -0.7 -0.9 -2.2
C -13.259 2.333 10.288 2.3 -0.5 0.3
C -13.185 2.373 11.784 -1.7 1.0 1.0
O -15.311 0.757 7.961 0.1 0.7 2.3
C -15.695 0.148 6.756 1.7 0.4 -2.1
C -16.772 -0.877 6.850 -0.4 0.2 1.4
H -18.938 2.276 8.654 -0.3 0.2 0.2
H -17.548 1.356 8.679 0.4 0.0 0.8
H -18.053 2.348 10.174 0.3 -0.4 -0.1
H -17.857 4.265 8.214 0.3 -0.4 -1.6
H -16.623 4.051 9.263 -0.3 -0.3 0.9
H -12.773 1.389 10.044 -0.6 -0.3 -0.9
H -12.545 3.100 9.987 -0.3 0.2 -0.6
H -13.794 1.646 12.322 0.1 -0.3 -0.3
H -12.176 2.355 12.196 0.1 -0.1 -0.5
H -13.624 3.333 12.057 0.1 0.2 0.4
H -15.817 0.926 6.002 -0.8 0.1 0.0
H -14.805 -0.353 6.376 0.2 -0.3 0.0
H -16.963 -1.341 5.882 0.0 0.0 0.2
H -16.446 -1.603 7.595 0.1 -0.4 -0.3
H -17.679 -0.476 7.301 -0.3 0.1 -0.4
C -6.855 11.037 6.973 0.9 -0.4 -1.2
C -7.272 9.782 6.186 -0.1 0.3 1.3
O -8.241 10.193 5.208 -1.1 -0.1 -0.8
P -9.618 9.418 5.092 -1.3 -3.0 1.4
O -9.529 7.932 5.417 -0.1 2.7 -1.1
O -10.280 9.727 3.622 1.7 -0.7 3.3
C -10.238 11.093 3.260 0.0 1.8 -1.0
C -11.314 12.021 3.924 0.6 -1.3 -1.4
O -10.570 10.161 6.203 1.6 0.7 -1.0
C -11.672 9.471 6.751 -1.5 -1.1 0.7
C -12.885 10.402 7.103 0.9 -0.4 0.0
H -7.678 11.579 7.438 -0.1 -0.5 0.1
H -6.062 10.777 7.674 -0.2 0.0 0.3
H -6.387 11.723 6.266 0.0 0.2 0.0
H -6.497 9.219 5.665 0.3 0.6 -0.1
H -7.666 9.052 6.893 -0.6 0.0 -0.1
H -9.253 11.560 3.279 0.4 -0.4 0.8
H -10.350 10.970 2.183 -0.8 0.7 -0.1
H -11.165 12.447 4.916 0.5 -0.4 -0.1
H -11.406 12.832 3.202 -0.5 0.1 0.1
H -12.166 11.341 3.921 -0.6 0.6 0.1
H -11.851 8.640 6.069 -1.0 0.2 -0.2
H -11.401 8.920 7.652 0.5 0.3 0.3
H -13.093 11.051 6.253 -0.3 0.1 0.3
H -13.779 9.922 7.503 -0.2 -1.0 -1.1
H -12.749 10.947 8.038 1.1 0.8 -0.4
```
Positions in Å, forces in eV/Å.

Its multiplicity is 2. Its total charge is +1. As for the HOMO-LUMO gap (alpha / beta): 5.269 / 5.272 eV. As for the total energy: -55012.6771 eV. The value obtained for the energy above the lowest of the compared OMol25 structures with the same formula, charge and spin is 563.5 kJ/mol.

---

3.
Computed, not measured: a cluster of 4 separate species, C13H33BBrN3O6 in total, with the ωB97M-V functional and the def2-TZVPD basis.

```
57
Properties=species:S:1:pos:R:3:forces:R:3
C -2.597 0.465 0.446 -0.1 -0.2 -0.2
C -1.331 -0.308 0.034 -0.1 -0.1 0.2
C -0.006 0.382 0.362 0.0 0.0 -0.4
C 0.515 1.516 -0.542 0.1 0.2 0.1
Br -0.732 1.882 -2.097 -0.1 -0.1 0.2
C 1.902 1.343 -1.188 -0.1 -0.3 -0.8
C 2.121 0.270 -2.263 0.3 -0.1 0.2
N 2.242 -1.110 -1.790 -0.2 0.1 -0.1
C 2.123 2.759 -1.746 0.2 0.1 0.2
O 2.714 3.046 -2.757 0.0 0.0 0.0
N 1.508 3.645 -0.884 -0.4 -0.4 -0.3
C 0.732 2.887 0.124 0.0 0.4 0.6
N -0.491 3.617 0.487 0.0 -0.3 0.1
B 1.690 2.841 1.434 0.0 0.0 0.4
O 2.400 3.987 1.771 -0.2 -0.2 0.0
O 1.811 1.729 2.222 0.5 -0.2 -0.8
C 3.126 1.368 2.698 -0.1 -0.1 0.4
C 3.401 -0.096 2.373 -0.3 0.0 -0.2
H -3.266 -0.182 1.022 0.0 0.1 -0.1
H -2.360 1.319 1.087 0.0 0.0 0.0
H -3.163 0.807 -0.422 0.1 0.1 0.2
H -1.381 -0.611 -1.017 0.0 0.1 0.1
H -1.307 -1.243 0.599 0.1 0.1 0.0
H -0.085 0.782 1.373 0.1 -0.1 0.0
H 0.768 -0.390 0.345 -0.1 0.1 0.3
H 2.668 1.149 -0.421 -0.3 0.1 0.2
H 1.332 0.314 -3.013 0.1 0.0 0.0
H 3.059 0.535 -2.758 -0.2 0.0 -0.1
H 1.346 -1.504 -1.530 0.1 0.0 0.1
H 2.851 -1.173 -0.983 0.0 -0.1 0.0
H 1.000 4.405 -1.321 0.2 0.2 0.1
H -0.468 3.940 1.448 0.0 0.1 -0.1
H -1.287 2.989 0.436 -0.1 0.1 -0.2
H 1.902 4.638 2.272 0.2 0.1 -0.1
H 3.880 2.016 2.246 -0.1 0.0 0.1
H 3.141 1.520 3.780 0.1 0.1 -0.1
H 2.881 -0.361 1.448 0.1 0.0 0.0
H 4.467 -0.274 2.217 0.0 0.0 0.2
H 3.017 -0.760 3.151 0.1 0.1 -0.1
C -4.235 -1.397 -3.304 0.1 0.1 0.1
O -4.013 -0.265 -2.473 -0.1 0.0 -0.2
H -4.918 -2.055 -2.771 0.0 0.0 0.0
H -4.690 -1.124 -4.260 0.0 0.0 0.0
H -3.298 -1.932 -3.484 -0.1 -0.1 -0.1
H -3.395 0.312 -2.933 0.1 0.1 0.1
C -3.096 -3.492 0.318 0.0 -0.1 -0.1
O -2.836 -3.375 -1.073 0.0 -0.1 0.1
H -2.354 -2.878 0.822 -0.1 0.0 0.1
H -4.089 -3.127 0.592 0.0 0.0 0.0
H -2.993 -4.528 0.659 0.0 0.0 0.1
H -3.489 -3.903 -1.540 0.0 0.0 -0.1
C 0.683 -3.363 2.137 0.0 0.0 -0.1
O 0.614 -3.180 0.729 0.0 0.0 0.1
H 1.580 -2.853 2.481 0.0 0.0 0.0
H -0.183 -2.928 2.646 0.0 0.0 0.0
H 0.759 -4.420 2.404 0.0 0.0 0.0
H -0.172 -3.632 0.407 0.0 0.0 -0.1
```
Positions in Å, forces in eV/Å.

Its multiplicity is 1. As for the HOMO-LUMO gap: 9.127 eV. As for the total energy: -101491.5640 eV. The value obtained for the energy above the lowest of the compared OMol25 structures with the same formula, charge and spin is 0.0 kJ/mol.

---

4.
Computed, not measured: a cluster of 2 separate species, C13H33BrN4OP in total, with the ωB97M-V functional and the def2-TZVPD basis.

```
53
Properties=species:S:1:pos:R:3:forces:R:3
Br 2.225 3.533 2.792 -0.7 -0.4 -0.2
C 0.999 2.018 2.414 -0.6 -0.8 0.5
C 1.733 0.743 1.864 0.2 0.9 -0.4
C 3.292 0.773 2.104 -0.4 -1.5 0.2
C 3.854 -0.653 1.777 0.9 -0.2 -0.4
C 4.666 -0.910 0.456 1.2 -0.8 1.6
C 4.995 -2.465 0.676 -1.7 0.9 -1.6
N 4.983 -2.684 2.179 -0.8 0.4 0.9
C 4.891 -1.296 2.792 0.3 1.0 -0.8
H 0.519 1.747 3.383 0.6 0.5 -0.6
H 0.167 2.347 1.752 0.9 -0.1 0.3
H 1.485 0.658 0.776 0.4 0.0 0.7
H 1.283 -0.150 2.359 0.4 0.6 -0.2
H 3.804 1.532 1.484 -0.4 -0.3 0.5
H 3.471 0.947 3.192 0.0 0.2 -0.9
H 3.007 -1.386 1.725 0.3 0.6 0.3
H 5.662 -0.416 0.555 -0.9 0.2 -0.3
H 4.227 -0.661 -0.527 0.0 -0.4 0.7
H 5.920 -2.761 0.141 -0.7 -0.3 0.8
H 4.061 -2.982 0.355 1.2 -0.1 -0.3
H 5.705 -3.301 2.561 0.1 0.3 -0.2
H 4.075 -3.069 2.455 0.4 -0.6 -0.4
H 5.936 -0.934 2.627 -1.0 0.4 0.5
H 4.588 -1.248 3.861 0.3 -0.5 -0.8
O -1.269 1.497 -0.196 1.6 -3.7 2.1
P -2.219 0.394 -0.712 -4.3 5.4 -4.0
N -1.808 0.705 -2.364 1.4 0.0 -0.8
C -2.670 0.778 -3.525 -0.6 -0.5 0.0
C -0.454 0.306 -2.744 0.3 0.2 0.4
N -3.655 1.265 -0.232 -0.6 -0.1 0.8
C -4.417 2.094 -1.152 -0.2 -0.4 -0.5
C -3.512 2.038 1.008 0.4 0.0 0.0
N -3.190 -0.992 -1.177 1.8 -0.8 1.3
C -2.477 -2.168 -1.665 0.3 0.1 -0.2
C -4.627 -1.109 -1.303 -0.7 -0.2 0.9
H -3.112 -0.186 -3.808 -0.1 0.0 -0.1
H -2.116 1.137 -4.395 0.3 -0.1 0.2
H -3.466 1.508 -3.410 -0.1 -0.1 0.2
H -0.368 -0.782 -2.865 0.1 0.0 -0.2
H 0.271 0.619 -1.988 -0.1 0.0 0.1
H -0.141 0.770 -3.681 -0.2 0.0 0.0
H -3.813 2.905 -1.577 0.0 0.0 -0.1
H -5.277 2.540 -0.644 0.2 0.0 0.2
H -4.864 1.512 -1.957 0.2 0.0 -0.1
H -2.996 2.991 0.831 0.0 -0.1 0.1
H -2.955 1.482 1.760 0.0 0.0 0.0
H -4.492 2.269 1.432 -0.1 -0.2 -0.2
H -2.371 -2.149 -2.756 0.0 0.0 0.0
H -2.990 -3.095 -1.399 -0.1 0.1 0.1
H -1.481 -2.225 -1.224 0.0 0.0 -0.1
H -4.974 -0.722 -2.265 0.1 0.1 0.0
H -5.161 -0.612 -0.496 0.2 0.3 -0.2
H -4.948 -2.155 -1.247 0.3 0.0 0.0
```
Positions in Å, forces in eV/Å.

Its multiplicity is 1. Its total charge is +1. As for the HOMO-LUMO gap: 6.660 eV. As for the total energy: -101345.7094 eV.